CH2AgO4 as an isolated structure, computed with ωB97M-V/def2-TZVPD.

The geometry in XYZ format:
```
8
CH2AgO4 | the Open Molecules 2025 dataset | ωB97M-V/def2-TZVPD
H -0.199 1.004 -0.524
O -0.982 0.349 -1.563
H -1.799 0.847 -1.508
O 1.584 0.014 2.219
O 0.275 -1.212 0.906
C 0.874 -0.117 1.184
Ag -0.587 -1.786 -1.051
O 0.834 0.902 0.337
```

Calculated values
2S+1 = 1
Total charge = -1
E_tot = -13258.6338 eV
LUMO level = 2.3821 eV
HOMO energy = -3.46 eV
M = 185.891 g/mol
Energy above the lowest of the compared OMol25 structures with the same formula, charge and spin = 20.9 kcal per mole

***

C24H43N2P3RuS as an isolated structure, computed with ωB97M-V/def2-TZVPD.

The geometry in XYZ format:
```
74
C24H43N2P3RuS | the Open Molecules 2025 dataset | ωB97M-V/def2-TZVPD
H -1.480 3.958 -1.140
H 2.893 -4.312 -7.541
H 0.618 2.078 -3.019
C 2.724 2.280 -0.485
C 2.041 -3.735 -7.916
H -0.618 0.884 -3.471
H -1.235 2.631 2.515
N 0.570 -4.383 0.267
H -1.381 -1.261 -2.701
H 2.514 -5.250 4.385
H -1.735 -0.048 4.190
C -0.750 3.351 -0.590
C -0.443 1.819 -2.928
H -3.028 0.454 -1.584
H 0.248 3.745 -0.794
H -0.755 -0.449 -1.283
H -3.576 -0.582 2.325
C -2.870 -0.706 1.491
C 0.731 -1.547 -3.166
C 3.252 0.157 1.301
H 1.849 -3.582 -5.658
C -1.119 -2.679 -4.281
H 2.701 -2.019 -3.914
C -2.047 1.937 2.263
H -0.417 -3.134 -1.153
C 1.638 -2.220 -4.024
H 2.401 -2.819 4.865
H 4.196 0.714 1.221
C -0.220 -3.340 -5.118
H -3.263 1.778 -0.406
H 0.472 -5.285 -0.190
H 3.483 2.886 0.033
H 3.292 -0.727 0.645
C 1.584 -2.291 2.941
H -2.659 2.369 1.466
C 0.802 -4.260 -7.926
H -0.773 -1.381 3.485
C 2.127 -4.579 3.624
C 1.202 -4.169 1.484
P -1.363 0.284 1.813
H -3.351 -0.401 0.555
C 1.600 2.367 2.174
C -0.922 -0.295 3.490
H -2.675 1.813 3.158
H 1.148 1.829 3.017
C -0.654 -1.774 -3.326
H 1.540 -1.218 3.118
H -2.191 -2.847 -4.368
C 1.693 -5.085 2.397
Ru 0.132 -0.060 0.030
H -0.577 -4.018 -5.893
H 2.031 2.949 -1.007
C 2.065 -3.201 3.894
P -0.923 1.619 -1.167
C 1.123 -2.785 1.717
H 2.576 2.770 2.493
H -0.961 3.454 0.479
C 0.129 -3.190 -0.215
H -2.583 -1.761 1.415
H 2.251 -2.735 -8.307
P 1.871 1.226 0.763
H -0.002 0.186 3.834
S 1.425 -0.471 -2.025
N 0.449 -2.210 0.620
H -1.056 2.613 -3.374
C 1.154 -3.103 -4.975
H 0.613 -5.280 -7.578
C -2.747 1.479 -1.328
H 3.228 1.643 -1.224
H 0.951 3.205 1.881
H -0.055 -3.717 -8.336
H -3.064 2.144 -2.144
H 3.095 -0.162 2.338
H 1.719 -6.138 2.116
```

Calculated values
2S+1 = 6
Total charge = +3
E_tot = -69820.4002 eV
LUMO level (alpha / beta) = -8.8037 / -13.0769 eV
HOMO energy (alpha / beta) = -14.20 / -15.62 eV
Expectation value of S² = 8.807
M = 585.681 g/mol

***

A 4-piece molecular cluster, C3H13NO3 overall, computed with ωB97M-V/def2-TZVPD.

The geometry in XYZ format:
```
20
C3H13NO3 | the Open Molecules 2025 dataset | ωB97M-V/def2-TZVPD
N -1.055 -0.193 0.816
H 3.241 -0.598 2.176
H 2.722 -1.277 0.970
H -0.650 -0.758 -2.768
H 0.429 -1.819 -2.467
C -0.685 1.931 -0.204
H -1.023 1.624 1.835
O 3.558 -0.997 1.363
H 1.512 1.713 -2.736
H -1.260 -0.704 2.915
O 0.929 0.974 -2.869
H -0.941 -0.679 -0.061
O -0.307 -1.362 -2.099
H -0.951 -1.978 1.956
H -0.784 3.008 -0.135
H 0.886 0.597 -1.993
C -1.494 -1.025 1.897
H -2.554 -1.253 1.777
C -0.961 1.167 0.863
H -0.612 1.629 -1.236
```

Calculated values
2S+1 = 1
E_tot = -10953.3409 eV
LUMO level = 0.4967 eV
HOMO energy = -7.69 eV
M = 111.141 g/mol
Energy above the lowest of the compared OMol25 structures with the same formula, charge and spin = 33.0 kcal per mole

***

A 9-piece molecular cluster, C36H88ClNO10P overall, computed with ωB97M-V/def2-TZVPD.

The geometry in XYZ format:
```
137
C36H88ClNO10P | the Open Molecules 2025 dataset | ωB97M-V/def2-TZVPD
O -2.951 1.404 5.794
C -4.342 -0.175 -7.911
O -5.593 0.217 1.207
H 1.318 -1.784 -4.264
H -8.036 0.408 2.243
C -1.104 -0.043 -6.020
H -4.276 -1.688 5.820
H -1.647 -0.054 2.524
H 3.291 -2.799 0.273
H -1.434 3.819 7.134
H -6.208 2.045 1.851
C 6.155 5.185 2.737
H 1.347 1.688 6.446
H 0.622 3.346 4.834
H 7.197 -5.276 2.620
C -3.336 -4.668 -11.987
C -0.732 2.986 7.211
H 2.625 0.178 -2.201
H 2.866 1.193 -0.256
H -3.703 -1.922 -8.495
O -3.459 -1.288 -7.809
H 5.665 4.453 2.091
C 0.016 -0.231 -5.008
C -5.773 -0.637 -7.684
H 0.245 -1.554 -0.132
C 2.248 1.320 1.808
H 2.350 -1.451 3.767
H 0.207 4.941 5.497
H -6.062 -1.381 -8.432
H 4.503 -1.023 2.089
H -5.189 1.682 4.383
H -1.958 -0.682 -5.780
H -1.179 -0.479 -3.485
H 6.566 -6.182 6.231
H 5.767 6.177 2.498
H 3.171 -3.094 3.942
H 7.696 5.838 4.955
C 0.699 3.446 6.993
C 6.532 -5.112 6.014
C -4.963 -3.048 -13.004
H 0.982 4.167 7.762
H -5.815 -3.691 -12.766
C -6.474 1.331 1.069
H -5.326 -2.019 -12.989
H -5.815 -0.423 0.523
H -2.947 -4.950 -12.967
C 0.859 4.072 5.618
H -1.006 2.233 6.475
H -4.833 1.348 -9.377
H 5.744 -4.658 6.617
H -8.183 0.122 0.516
H -4.417 -0.231 -10.073
H 4.062 0.523 0.829
H -5.048 -3.488 -10.470
H 3.692 0.468 3.307
H 7.222 5.161 2.495
H -6.495 1.257 -1.095
H -2.787 -1.156 5.014
H -1.165 0.875 -0.554
H -0.529 -1.503 2.443
H -0.271 2.230 0.155
O -4.322 -2.894 -10.686
O 6.221 -3.453 4.294
C 6.286 -4.858 4.535
H -0.845 2.524 8.194
C 0.802 -0.618 0.065
H -1.609 -1.093 1.075
H -2.907 -1.073 6.765
H 2.723 1.902 3.920
H 6.449 5.575 6.165
H -6.925 2.842 -0.422
H -4.135 -5.364 -11.716
H -5.648 -0.031 4.387
H -6.473 0.200 -7.738
C 2.351 -0.836 0.232
H 1.775 2.901 0.275
C 0.524 -1.665 -5.002
H -0.276 -2.359 -4.726
C -4.181 0.478 -9.275
H -4.671 0.669 6.596
C 2.820 -2.105 1.001
P 2.934 -1.056 -1.556
H 0.703 -0.051 -0.893
H 6.240 6.853 4.953
H -2.542 -4.790 -11.248
C 3.204 1.422 3.054
Cl 1.442 -3.128 1.670
H -3.148 0.797 -9.428
C 2.967 0.550 0.653
H 4.362 -1.184 -1.543
C -0.819 1.308 0.409
H 5.318 -5.275 4.248
C -4.025 0.466 5.739
H 3.096 3.346 1.359
N 0.913 0.870 2.185
C 3.267 -2.047 3.623
H 4.022 2.108 2.739
H 8.354 -5.035 3.920
H 4.557 -2.782 2.098
H 7.440 -6.554 3.826
O 0.781 0.438 3.385
H -5.240 2.287 -0.425
O 2.226 -2.230 -2.209
H -4.622 -3.283 -14.014
H 1.892 4.389 5.459
H -2.375 1.233 5.041
O 6.425 3.531 4.466
O -0.455 0.115 -3.701
H -1.732 1.477 1.008
H -1.464 0.989 -6.006
H 0.839 0.449 -5.241
H 4.035 -1.593 4.291
H 7.477 -4.662 6.332
C -6.277 1.972 -0.296
H -4.056 0.533 -7.130
C -3.473 -0.948 5.840
H 7.369 3.533 4.283
C -0.983 -0.668 1.892
H -3.025 -2.553 -12.217
C -7.911 0.873 1.263
C -3.847 -3.235 -11.989
H 0.909 -1.952 -5.984
H 7.068 -3.070 4.543
C -4.806 0.661 4.449
H -8.607 1.711 1.183
H 1.405 3.385 1.973
C 7.381 -5.474 3.678
H -0.768 -0.282 -7.030
O 1.585 2.334 7.121
C 0.082 0.241 1.162
C 6.614 5.841 5.119
H -5.871 -1.112 -6.706
C 2.113 2.828 1.329
C 5.927 4.842 4.202
H 4.856 4.827 4.411
C 3.862 -1.916 2.167
H -4.164 0.506 3.578
```

Calculated values
2S+1 = 2
E_tot = -82532.7570 eV
LUMO level (alpha / beta) = 0.5761 / 0.5523 eV
HOMO energy (alpha / beta) = -8.11 / -9.57 eV
Expectation value of S² = 0.754
M = 761.524 g/mol
Energy above the lowest of the compared OMol25 structures with the same formula, charge and spin = 30.4 kcal per mole

***

A 9-piece molecular cluster, C21H60O9 overall, computed with ωB97M-V/def2-TZVPD.

The geometry in XYZ format:
```
90
C21H60O9 | the Open Molecules 2025 dataset | ωB97M-V/def2-TZVPD
H -15.780 6.117 5.069
C -15.200 5.597 7.806
H -19.499 1.154 1.135
H -14.018 -0.499 -0.923
O -16.681 2.399 1.758
O -17.451 5.639 7.050
C -17.328 -0.358 -2.555
H -12.109 3.783 -0.991
H -19.811 2.519 4.906
H -19.415 0.999 -4.975
H -13.880 4.051 -2.777
H -19.617 -0.164 2.328
H -12.193 2.017 -4.344
C -21.984 -0.093 0.796
H -14.236 5.094 7.730
C -18.361 0.570 -3.167
C -18.694 0.271 -4.608
C -20.035 3.956 -0.537
O -19.854 4.004 -2.947
H -16.344 -0.257 -3.014
O -14.454 3.711 2.782
H -14.640 -1.044 0.655
H -21.011 1.817 -2.085
H -18.531 -0.245 0.905
H -22.329 2.560 -1.161
H -17.027 1.943 -3.499
H -22.734 -0.695 0.283
O -20.571 -1.975 0.480
H -15.805 3.014 -0.037
C -12.516 2.769 -0.978
H -14.998 5.207 1.506
C -18.983 2.323 4.226
H -14.713 4.777 5.287
O -19.225 3.016 3.022
C -15.760 5.075 5.403
O -17.883 1.936 -3.055
H -13.204 -3.814 -1.146
H -17.654 -1.401 -2.634
H -13.276 1.312 -2.330
H -22.172 -0.141 1.869
H -15.028 6.641 7.527
H -17.794 0.350 -5.228
H -19.349 3.104 -0.474
H -19.304 3.210 -2.868
H -11.949 -2.013 -0.416
O -13.667 -2.978 -1.039
H -17.247 1.974 -0.198
H -13.884 -3.183 1.640
H -15.707 1.280 0.305
H -10.971 2.103 -3.108
H -18.905 1.241 4.071
H -12.353 -3.873 1.139
C -14.146 4.933 2.127
H -20.710 3.902 0.318
H -20.399 -0.248 -0.628
H -16.341 3.926 7.135
H -19.270 0.532 -2.563
H -17.882 5.753 6.199
H -17.277 -0.176 -1.480
H -22.117 0.950 0.498
C -12.896 -2.924 1.254
C -20.601 -0.539 0.412
C -11.926 2.534 -3.422
H -19.439 4.866 -0.465
O -14.157 3.131 -2.709
H -22.246 2.754 -2.933
C -12.976 -2.185 -0.069
C -21.664 2.695 -2.014
C -20.774 3.936 -1.869
H -18.502 2.788 2.422
H -11.747 3.593 -3.627
H -13.334 2.710 -0.257
C -13.006 2.369 -2.363
H -21.415 4.820 -1.928
H -16.333 4.439 4.729
H -13.678 3.419 3.267
H -19.661 -2.251 0.632
C -19.517 0.069 1.271
H -11.763 2.051 -0.642
C -13.744 -0.881 0.060
C -16.199 4.975 6.845
H -19.058 -0.750 -4.730
H -13.982 5.765 2.818
H -13.280 4.828 1.469
H -15.607 5.574 8.814
H -12.339 -2.392 2.028
H -13.087 -0.141 0.520
H -18.055 2.654 4.711
C -16.349 2.167 0.385
H -15.919 2.858 2.138
```

Calculated values
2S+1 = 1
E_tot = -41176.3701 eV
LUMO level = 0.1638 eV
HOMO energy = -9.49 eV
M = 456.702 g/mol
Energy above the lowest of the compared OMol25 structures with the same formula, charge and spin = 27.5 kcal per mole

***

The highest 2S+1 belongs to which entry? C24H43N2P3RuS

***

Number 2 is which compound? C24H43N2P3RuS

***

What is the E_tot in the first record? -13258.6338 eV

***

Repeat the fifth record exactly.
A 9-piece molecular cluster, C21H60O9 overall, computed with ωB97M-V/def2-TZVPD.

The geometry in XYZ format:
```
90
C21H60O9 | the Open Molecules 2025 dataset | ωB97M-V/def2-TZVPD
H -15.780 6.117 5.069
C -15.200 5.597 7.806
H -19.499 1.154 1.135
H -14.018 -0.499 -0.923
O -16.681 2.399 1.758
O -17.451 5.639 7.050
C -17.328 -0.358 -2.555
H -12.109 3.783 -0.991
H -19.811 2.519 4.906
H -19.415 0.999 -4.975
H -13.880 4.051 -2.777
H -19.617 -0.164 2.328
H -12.193 2.017 -4.344
C -21.984 -0.093 0.796
H -14.236 5.094 7.730
C -18.361 0.570 -3.167
C -18.694 0.271 -4.608
C -20.035 3.956 -0.537
O -19.854 4.004 -2.947
H -16.344 -0.257 -3.014
O -14.454 3.711 2.782
H -14.640 -1.044 0.655
H -21.011 1.817 -2.085
H -18.531 -0.245 0.905
H -22.329 2.560 -1.161
H -17.027 1.943 -3.499
H -22.734 -0.695 0.283
O -20.571 -1.975 0.480
H -15.805 3.014 -0.037
C -12.516 2.769 -0.978
H -14.998 5.207 1.506
C -18.983 2.323 4.226
H -14.713 4.777 5.287
O -19.225 3.016 3.022
C -15.760 5.075 5.403
O -17.883 1.936 -3.055
H -13.204 -3.814 -1.146
H -17.654 -1.401 -2.634
H -13.276 1.312 -2.330
H -22.172 -0.141 1.869
H -15.028 6.641 7.527
H -17.794 0.350 -5.228
H -19.349 3.104 -0.474
H -19.304 3.210 -2.868
H -11.949 -2.013 -0.416
O -13.667 -2.978 -1.039
H -17.247 1.974 -0.198
H -13.884 -3.183 1.640
H -15.707 1.280 0.305
H -10.971 2.103 -3.108
H -18.905 1.241 4.071
H -12.353 -3.873 1.139
C -14.146 4.933 2.127
H -20.710 3.902 0.318
H -20.399 -0.248 -0.628
H -16.341 3.926 7.135
H -19.270 0.532 -2.563
H -17.882 5.753 6.199
H -17.277 -0.176 -1.480
H -22.117 0.950 0.498
C -12.896 -2.924 1.254
C -20.601 -0.539 0.412
C -11.926 2.534 -3.422
H -19.439 4.866 -0.465
O -14.157 3.131 -2.709
H -22.246 2.754 -2.933
C -12.976 -2.185 -0.069
C -21.664 2.695 -2.014
C -20.774 3.936 -1.869
H -18.502 2.788 2.422
H -11.747 3.593 -3.627
H -13.334 2.710 -0.257
C -13.006 2.369 -2.363
H -21.415 4.820 -1.928
H -16.333 4.439 4.729
H -13.678 3.419 3.267
H -19.661 -2.251 0.632
C -19.517 0.069 1.271
H -11.763 2.051 -0.642
C -13.744 -0.881 0.060
C -16.199 4.975 6.845
H -19.058 -0.750 -4.730
H -13.982 5.765 2.818
H -13.280 4.828 1.469
H -15.607 5.574 8.814
H -12.339 -2.392 2.028
H -13.087 -0.141 0.520
H -18.055 2.654 4.711
C -16.349 2.167 0.385
H -15.919 2.858 2.138
```

Calculated values
2S+1 = 1
E_tot = -41176.3701 eV
LUMO level = 0.1638 eV
HOMO energy = -9.49 eV
M = 456.702 g/mol
Energy above the lowest of the compared OMol25 structures with the same formula, charge and spin = 27.5 kcal per mole